(1)
Below is a cluster of 2 separate species, C10H16O in total at a distorted geometry, with properties calculated with the ωB97M-V functional and the def2-TZVPD basis.

The geometry in XYZ format:
```
27
Properties=species:S:1:pos:R:3
C 0.8322 -2.3801 1.6660
C -0.3099 -2.8439 0.7626
C -0.9909 -1.7302 0.0173
C -0.4103 -1.2662 -1.1480
C -0.8967 -0.0934 -1.7439
C -1.8383 0.6694 -1.0900
O -2.2155 1.9191 -1.4745
C -2.6018 0.0662 -0.0662
C -2.1371 -1.0862 0.5149
H 0.7079 -2.7147 2.7033
H 0.8740 -1.3003 1.7390
H 1.7996 -2.7933 1.3974
H 0.0129 -3.6163 0.0424
H -1.0056 -3.4733 1.3324
H 0.4208 -1.7775 -1.6242
H -0.4348 0.3428 -2.6212
H -1.5137 2.3233 -1.9932
H -3.5464 0.5741 0.1287
H -2.7243 -1.6502 1.2256
C 1.5814 3.1252 -0.2751
C 2.3886 2.0199 0.3804
H 0.5614 2.9089 -0.6037
H 2.0558 3.4518 -1.2051
H 1.5103 4.0867 0.2566
H 2.9396 1.4464 -0.3606
H 1.8239 1.3180 0.9882
H 3.1169 2.4739 1.0511
```

Results
max |F| = 1.56 eV Å⁻¹
orbital gap = 9.215 eV
SMILES = CCc1ccc(O)cc1.CC

---

(2)
Below is a structure of composition C21H36N2O5, with properties calculated with the ωB97M-V functional and the def2-TZVPD basis.

The geometry in XYZ format:
```
64
Properties=species:S:1:pos:R:3
C -1.3005 0.0181 -1.6055
C -0.6421 -1.0842 -0.7761
O -0.3713 -2.1376 -1.6834
C 0.5151 -3.1942 -1.2890
C -0.0701 -4.0040 -0.1301
C 1.8980 -2.6456 -0.9311
C 0.6041 -4.0606 -2.5422
C -1.6277 -1.5280 0.3335
O -2.7078 -2.0304 0.0461
N -1.2193 -1.4007 1.6170
C 0.0062 -0.8411 2.1947
C -0.4294 -0.9219 3.6715
C -0.9575 -2.3822 3.7102
C -2.0318 -1.7749 2.7842
C -1.9334 -0.5170 3.6680
C -2.4772 0.8476 3.2274
N -1.6073 1.6506 2.3798
C -0.7426 2.5460 2.8981
O -0.6320 2.7761 4.0936
C 0.1107 3.2965 1.8866
O 0.1604 2.6049 0.6447
C 1.3716 2.8079 -0.0768
C 1.1948 2.3658 -1.5220
C 0.1850 3.2397 -2.2759
C 0.1118 2.8295 -3.7436
O 1.3930 2.9035 -4.3603
C 2.3319 2.0325 -3.7419
C 2.5341 2.3896 -2.2709
H -1.4661 0.9198 -1.0146
H -0.6600 0.2757 -2.4489
H -2.2576 -0.3388 -1.9851
H 0.2828 -0.7087 -0.3337
H -1.1030 -4.2776 -0.3459
H 0.5095 -4.9159 0.0177
H -0.0522 -3.4462 0.8074
H 2.2616 -1.9906 -1.7242
H 1.8943 -2.0893 0.0063
H 2.6044 -3.4680 -0.8164
H 0.9989 -3.4804 -3.3763
H 1.2545 -4.9188 -2.3733
H -0.3870 -4.4210 -2.8177
H 0.8702 -1.4867 2.0120
H 0.2221 0.1649 1.8414
H 0.2715 -0.5350 4.4046
H -0.3205 -3.1603 3.2868
H -1.3398 -2.6853 4.6856
H -2.9621 -2.2685 2.5138
H -2.3632 -0.7320 4.6520
H -3.4303 0.7041 2.7152
H -2.6758 1.4409 4.1231
H -1.5920 1.5041 1.3846
H -0.3198 4.2942 1.7557
H 1.1018 3.4145 2.3334
H 1.6441 3.8695 -0.0532
H 2.1813 2.2470 0.4031
H 0.8242 1.3365 -1.5223
H -0.8015 3.1777 -1.8138
H 0.5053 4.2847 -2.2222
H -0.2777 1.8069 -3.8329
H -0.5484 3.4892 -4.3074
H 1.9835 0.9948 -3.8313
H 3.2638 2.1217 -4.3015
H 2.9694 3.3918 -2.2121
H 3.2473 1.6994 -1.8162
```

Results
max |F| = 0.59 eV Å⁻¹
orbital gap = 9.703 eV

---

(3)
Below is a cluster of 4 separate species, C2H11NO4 in total at a distorted geometry, with properties calculated with the ωB97M-V functional and the def2-TZVPD basis.

The geometry in XYZ format:
```
18
Properties=species:S:1:pos:R:3
C 0.6799 0.3559 -2.3095
C 0.6746 -0.0461 -0.8788
N 1.1809 -1.2862 -0.6390
O 0.4500 0.7456 0.0490
H 0.3023 -0.3816 -3.0004
H 1.7079 0.6382 -2.6341
H 0.0698 1.2484 -2.4600
H 1.6899 -1.7676 -1.3622
H 1.3659 -1.5015 0.3267
H -2.9255 -0.6034 0.8730
H -2.4778 -0.6465 -0.5844
O -3.2729 -0.6194 -0.0277
H 1.0215 0.2001 2.0172
H 2.1287 0.4994 2.9902
O 1.7538 -0.2361 2.4873
H -1.1082 0.7620 1.1291
H -1.8045 1.7640 1.9803
O -1.4363 0.8748 2.0433
```

Results
net charge = -1
max |F| = 1.24 eV Å⁻¹
2S+1 = 2
orbital gap (spin up / spin down) = 2.948 / 10.049 eV

---

(4)
Below is the molecule CH4N2OS at a distorted geometry, with properties calculated with the ωB97M-V functional and the def2-TZVPD basis.

The geometry in XYZ format:
```
9
Properties=species:S:1:pos:R:3
O -0.4911 1.2253 -0.9517
N 0.7727 0.6214 -0.7508
C 0.6766 -0.7160 -0.2669
N -0.1115 -1.1355 0.6565
S -1.2859 -0.0692 1.3395
H -0.5687 1.7071 -0.0906
H 1.2592 0.6782 -1.6087
H 1.4526 -1.4165 -0.6229
H -1.7040 -0.8948 2.2956
```

Results
max |F| = 1.66 eV Å⁻¹
orbital gap = 9.511 eV
SMILES = ON/C=N\S

---

Question: What is the formula in the third record?
Answer: C2H11NO4